Entry one
DFT (ωB97M-V/def2-TZVPD) results for C10H13O3 as an isolated structure.

Geometry as XYZ:
```
26
Properties=species:S:1:pos:R:3:lowdin_charge:R:1
C 4.50 -1.29 -0.27 -0.102
C 0.80 0.87 -0.30 -0.448
C 2.02 1.56 -0.44 -0.048
C 0.82 -0.53 0.00 -0.035
C 3.17 0.81 -0.42 -0.125
C 1.98 -1.29 -0.02 -0.055
C 3.18 -0.55 -0.23 -0.342
O -0.36 1.35 -0.56 -0.146
H -1.27 0.55 0.37 0.133
H 1.94 2.71 -0.68 0.133
H -0.13 -1.00 0.21 0.091
H 4.13 1.31 -0.61 0.104
H 1.99 -2.38 0.12 0.101
H 5.10 -0.92 -1.19 0.087
H 4.48 -2.43 -0.35 0.082
H 5.06 -1.04 0.58 0.030
C -3.03 0.33 -0.49 -0.125
C -3.46 -1.13 -1.08 -0.048
C -2.94 0.12 0.97 -0.560
O -3.74 -0.51 1.65 0.023
O -1.78 0.73 1.46 -0.048
H -2.17 0.70 -0.87 0.028
H -3.88 0.90 -0.84 0.115
H -3.50 -1.79 -0.18 0.070
H -2.67 -1.41 -1.78 0.063
H -4.42 -1.21 -1.46 0.023
```

## Properties
Charge: -1
LUMO level in eV: 3.50



Entry two
DFT (ωB97M-V/def2-TZVPD) results for a 2-piece molecular cluster, C10H13O3 overall.

Geometry as XYZ:
```
26
Properties=species:S:1:pos:R:3:lowdin_charge:R:1
C 1.71 2.55 -2.00 -0.194
C 2.13 1.22 -2.57 -0.125
C 1.63 2.58 -0.44 -0.675
O 1.53 1.44 0.16 -0.121
O 1.77 3.63 0.20 -0.063
H 2.25 3.48 -2.21 0.092
H 0.75 2.83 -2.44 0.089
H 3.20 1.12 -2.45 0.067
H 1.89 1.03 -3.61 0.051
H 1.71 0.43 -1.95 0.045
C -3.62 -1.55 0.85 -0.071
C -1.52 -1.30 2.33 -0.071
C -2.14 -1.27 1.10 -0.301
C -0.13 -1.29 2.40 -0.033
C -1.32 -1.29 -0.04 -0.067
C 0.69 -1.24 1.27 -0.339
C 0.05 -1.43 0.04 -0.022
O 2.01 -0.95 1.42 0.004
H -2.07 -1.34 3.27 0.101
H 0.22 -0.90 3.36 0.114
H -3.65 -2.62 0.56 0.081
H -4.07 -1.03 0.01 0.065
H -1.76 -1.10 -1.02 0.111
H 0.61 -1.48 -0.90 0.107
H 2.24 -0.16 0.85 0.092
H -4.12 -1.37 1.80 0.063
```

## Properties
Charge: -1
LUMO level in eV: 3.28



Best to worst by energy: entry two, entry one.



Entry one
DFT (ωB97M-V/def2-TZVPD) results for a 2-piece molecular cluster, C7H17NOS overall.

Geometry as XYZ:
```
27
Properties=species:S:1:pos:R:3:lowdin_charge:R:1
S -4.70 -0.46 2.08 0.846
C -4.69 2.26 1.82 -0.174
C -4.88 -3.13 1.52 -0.183
C -4.88 0.99 1.01 -0.558
C -4.98 -1.76 0.85 -0.562
H -3.68 2.28 2.27 0.055
H -5.44 2.32 2.62 0.073
H -4.80 3.14 1.17 0.079
H -5.64 -3.23 2.31 0.071
H -5.05 -3.93 0.77 0.077
H -3.88 -3.27 1.96 0.070
H -5.89 0.97 0.54 0.081
H -4.13 0.92 0.19 0.069
H -5.98 -1.62 0.40 0.081
H -4.23 -1.66 0.05 0.066
O 0.55 0.66 0.72 0.033
C -0.56 0.16 0.86 -0.554
N -1.32 0.42 1.96 -0.015
C -1.20 -0.75 -0.16 -0.008
C -0.83 1.28 3.02 -0.090
H -2.24 -0.01 2.04 0.046
H -2.14 -0.33 -0.54 0.066
H -0.50 -0.89 -1.01 0.088
H -1.41 -1.74 0.28 0.084
H -1.59 1.35 3.81 0.083
H -0.63 2.30 2.64 0.088
H 0.10 0.88 3.46 0.088
```

## Properties
LUMO level in eV: 0.74
SMILES: CNC(C)=O.CCSCC



Entry two
DFT (ωB97M-V/def2-TZVPD) results for a 2-piece molecular cluster, C7H17NOS overall.

Geometry as XYZ:
```
27
Properties=species:S:1:pos:R:3:lowdin_charge:R:1
C -3.26 0.59 0.53 -0.401
C -4.14 -0.65 0.30 -0.214
C 1.87 1.89 -0.82 -0.100
C 2.60 -0.29 1.16 -0.027
C 1.26 -1.93 -0.21 -0.097
C 1.51 0.44 -1.19 -0.211
C 1.65 -0.53 -0.02 -0.223
N -0.52 -0.11 0.88 -0.212
O -1.55 0.17 -1.49 -0.421
S -1.64 0.52 -0.10 0.632
H -3.18 1.15 1.41 -0.008
H -3.33 -1.45 -0.12 0.093
H -4.87 -0.52 -0.59 0.067
H -4.80 -1.01 1.10 0.046
H 1.30 2.23 0.06 0.077
H 2.87 2.09 -0.77 0.032
H 1.50 2.46 -1.75 0.108
H 3.57 0.02 0.82 0.094
H 2.13 0.57 1.66 0.090
H 2.67 -1.05 1.89 0.067
H 0.47 -2.23 -0.99 0.121
H 2.08 -2.42 -0.68 0.085
H 0.89 -2.39 0.71 0.093
H 0.52 0.29 -1.53 0.043
H 2.30 0.26 -1.99 0.157
H -0.67 -0.01 1.89 0.044
H -1.25 1.90 -0.19 0.064
```

## Properties
LUMO level (spin up / spin down) in eV: -0.73 / -0.73



Best to worst by energy: entry one, entry two.



Entry one
DFT (ωB97M-V/def2-TZVPD) results for C2H4N6 as an isolated structure.

Geometry as XYZ:
```
12
Properties=species:S:1:pos:R:3:lowdin_charge:R:1
C -1.47 0.08 -0.01 -0.461
C 0.15 -0.14 0.14 -0.213
H -1.48 -1.62 0.82 0.209
H -3.23 -1.17 0.45 0.160
H -1.25 1.89 -0.04 0.002
H 0.81 2.04 -0.03 0.158
N -2.23 -1.12 -0.16 0.017
N -2.05 1.27 -0.06 0.106
N 0.98 -1.18 -0.08 0.037
N 2.17 -0.71 -0.04 -0.039
N 2.10 0.59 -0.02 -0.040
N 0.89 1.04 0.08 0.063
```

## Properties
LUMO level in eV: -0.10



Entry two
DFT (ωB97M-V/def2-TZVPD) results for one molecule with the formula C2H4N6.

Geometry as XYZ:
```
12
Properties=species:S:1:pos:R:3:lowdin_charge:R:1
C 0.45 -0.48 0.01 -0.383
C -0.63 0.38 -0.04 -0.339
H 2.33 -1.13 0.84 0.147
H 1.62 0.34 1.45 0.126
H -1.43 2.09 0.30 0.102
H -0.02 1.93 1.15 0.059
N 1.64 -0.35 0.62 0.118
N 0.29 -1.70 -0.57 0.052
N -0.57 -1.88 -1.58 -0.034
N -1.45 -0.88 -1.90 -0.024
N -1.40 0.23 -1.12 0.050
N -0.83 1.46 0.84 0.126
```

## Properties
LUMO level in eV: 0.22
SMILES: Nc1nnnnc1N



Entry three
DFT (ωB97M-V/def2-TZVPD) results for a 2-piece molecular cluster, C2H4N6 overall.

Geometry as XYZ:
```
12
Properties=species:S:1:pos:R:3:lowdin_charge:R:1
C -0.01 2.26 -1.45 -0.342
C 0.05 -0.06 -0.77 -0.259
N 0.28 3.34 -1.61 0.167
N -1.28 -2.10 0.96 0.186
N -0.45 -2.00 1.72 -0.351
N 1.03 -0.11 0.03 0.107
N 0.35 -1.98 2.60 0.103
N -0.55 1.08 -1.28 0.068
H -0.48 -0.96 -0.94 0.077
H 1.51 0.75 0.20 0.045
H 1.03 -1.37 2.14 0.058
H -1.47 1.15 -1.61 0.140
```

## Properties
LUMO level in eV: 0.40



Best to worst by energy: entry two, entry three, entry one.



Entry one
DFT (ωB97M-V/def2-TZVPD) results for C56H80Cl2KO7PS2 as an isolated structure.

Geometry as XYZ:
```
149
Properties=species:S:1:pos:R:3:lowdin_charge:R:1
K -0.32 0.17 -0.29 0.846
C 0.86 -4.00 -1.30 -0.051
O 0.63 -2.59 -1.26 -0.175
C -0.39 -2.20 -2.15 -0.206
C -1.72 -2.17 -1.72 -0.079
C -2.12 -2.58 -0.31 -0.257
C -4.13 -0.89 0.42 -0.065
C -5.34 -0.81 1.11 -0.021
C -5.92 0.39 1.52 -0.201
C -5.17 1.55 1.28 -0.030
C -3.99 1.55 0.58 -0.102
C -3.22 2.88 0.57 -0.060
C -2.09 3.18 -0.39 -0.120
C -2.32 3.84 -1.58 0.018
C -1.28 4.21 -2.45 -0.158
C 0.00 3.79 -2.14 0.024
C 0.28 3.09 -0.97 -0.147
C 1.67 2.53 -0.73 -0.094
C 2.29 1.65 -1.81 -0.163
C 3.67 1.62 -1.91 -0.053
C 4.37 0.62 -2.59 -0.213
C 3.59 -0.40 -3.14 -0.034
C 2.20 -0.39 -3.12 -0.140
C 1.45 -1.54 -3.80 -0.069
C 0.00 -1.74 -3.41 -0.139
C -1.00 -1.38 -4.30 0.013
C -2.34 -1.38 -3.93 -0.145
C -2.67 -1.76 -2.65 0.028
C -3.38 -0.77 -4.87 -0.547
C -3.31 -1.42 -6.26 -0.058
C -4.80 -0.92 -4.33 -0.061
C -3.06 0.73 -4.98 -0.048
C 1.49 0.71 -2.55 -0.385
O 0.22 0.82 -2.62 -0.122
C 5.89 0.65 -2.65 -0.563
C 6.48 0.70 -1.24 -0.059
C 6.47 -0.58 -3.36 -0.079
C 6.35 1.90 -3.43 -0.062
C -0.76 2.90 -0.05 -0.260
O -0.52 2.27 1.16 -0.222
C 0.10 3.09 2.15 -0.057
C -1.60 5.03 -3.70 -0.553
C -2.21 6.37 -3.27 -0.058
C -0.35 5.32 -4.53 -0.074
C -2.59 4.29 -4.59 -0.051
C -3.50 0.33 -0.02 -0.328
O -2.58 0.36 -0.89 -0.159
C -7.26 0.47 2.24 -0.567
C -7.08 1.08 3.63 -0.060
C -8.23 1.36 1.43 -0.064
C -7.91 -0.90 2.41 -0.081
H 1.19 -4.30 -2.30 0.097
H -0.05 -4.55 -1.05 0.094
H 1.63 -4.24 -0.57 0.081
H -0.30 -2.30 0.37 0.055
H -2.05 -3.68 -0.30 0.132
H -5.85 -1.73 1.35 0.080
H -5.53 2.50 1.66 0.107
H -2.81 3.00 1.58 0.118
H -3.96 3.67 0.45 0.109
H -3.34 4.10 -1.83 0.116
H 0.82 3.95 -2.82 0.116
H 1.66 1.94 0.19 0.087
H 2.36 3.36 -0.53 0.124
H 4.23 2.38 -1.36 0.109
H 4.07 -1.25 -3.61 0.102
H 2.02 -2.46 -3.62 0.106
H 1.46 -1.39 -4.88 0.115
H -0.70 -0.99 -5.26 0.115
H -3.68 -1.63 -2.30 0.081
H -3.55 -2.49 -6.19 0.083
H -2.32 -1.33 -6.70 0.069
H -4.03 -0.95 -6.93 0.076
H -5.06 -1.97 -4.16 0.084
H -5.51 -0.52 -5.06 0.079
H -4.93 -0.38 -3.39 0.090
H -2.08 0.89 -5.43 0.083
H -3.04 1.18 -3.99 0.095
H -3.82 1.23 -5.59 0.083
H 6.20 -0.18 -0.67 0.051
H 6.13 1.57 -0.69 0.074
H 7.58 0.75 -1.28 0.076
H 6.21 -1.50 -2.82 0.071
H 7.56 -0.51 -3.39 0.076
H 6.10 -0.67 -4.38 0.079
H 5.97 2.80 -2.95 0.074
H 5.96 1.87 -4.45 0.083
H 7.44 1.95 -3.47 0.072
H -0.59 3.89 2.45 0.093
H 1.02 3.54 1.76 0.091
H 0.33 2.45 2.99 0.025
H -1.52 6.93 -2.64 0.086
H -3.13 6.22 -2.71 0.074
H -2.44 6.99 -4.15 0.074
H 0.39 5.88 -3.95 0.083
H -0.62 5.92 -5.40 0.077
H 0.12 4.40 -4.88 0.087
H -3.52 4.05 -4.06 0.078
H -2.16 3.35 -4.94 0.071
H -2.85 4.90 -5.47 0.079
H -6.64 2.08 3.57 0.071
H -6.41 0.47 4.23 0.088
H -8.04 1.16 4.15 0.072
H -7.82 2.36 1.30 0.072
H -9.19 1.45 1.95 0.071
H -8.40 0.93 0.44 0.084
H -7.29 -1.57 3.01 0.081
H -8.09 -1.38 1.44 0.082
H -8.88 -0.79 2.91 0.074
Cl 3.23 -0.52 0.62 0.666
C 3.29 -2.14 0.00 -1.005
Cl 4.93 -2.86 0.04 0.499
H 2.97 -2.12 -1.04 0.004
H 2.65 -2.77 0.61 0.008
C 3.27 -2.69 3.88 -0.081
C 2.63 -2.49 5.25 -0.472
C 1.36 -3.32 5.43 -0.071
O 2.46 -1.10 5.52 -0.344
P 1.27 -0.11 5.02 -0.189
S 1.96 1.72 5.34 0.164
S 0.53 -0.61 3.27 0.292
O 0.10 -0.47 6.11 -0.353
C 0.19 -0.03 7.46 -0.529
C -0.04 -1.24 8.35 -0.060
C -0.83 1.06 7.69 -0.065
H 3.53 -3.74 3.74 0.076
H 4.18 -2.09 3.80 0.082
H 2.59 -2.37 3.10 0.008
H 3.35 -2.81 6.01 0.130
H 0.62 -3.05 4.68 0.047
H 0.93 -3.15 6.41 0.054
H 1.61 -4.38 5.33 0.075
H 1.19 0.38 7.64 0.096
H -1.00 -1.70 8.12 0.083
H -0.03 -0.94 9.40 0.072
H 0.75 -1.98 8.20 0.061
H -1.83 0.69 7.47 0.081
H -0.62 1.90 7.02 0.057
H -0.80 1.42 8.72 0.072
C -3.49 -2.97 1.66 -0.040
C -3.56 -2.33 0.24 -0.379
C -4.55 -3.21 -0.56 -0.043
O -1.20 -2.09 0.67 -0.111
H -4.48 -3.04 2.10 0.068
H -2.86 -2.37 2.32 0.093
H -3.07 -3.98 1.60 0.086
H -5.40 -3.47 0.07 0.072
H -4.08 -4.14 -0.88 0.085
H -4.95 -2.71 -1.44 0.067
```

## Properties
Charge: -2
LUMO level in eV: 3.64



Entry two
DFT (ωB97M-V/def2-TZVPD) results for C56H80Cl2KO7PS2 as an isolated structure.

Geometry as XYZ:
```
149
Properties=species:S:1:pos:R:3:lowdin_charge:R:1
K 0.65 -0.04 -0.74 0.885
C 0.35 0.55 2.71 -0.052
O 0.95 1.00 1.51 -0.213
C 2.23 1.52 1.56 -0.177
C 3.32 0.77 2.02 -0.101
C 3.30 -0.71 2.38 -0.073
C 4.01 -1.52 1.32 -0.129
C 5.34 -1.86 1.43 -0.017
C 6.03 -2.53 0.41 -0.194
C 5.32 -2.82 -0.75 -0.019
C 3.99 -2.49 -0.90 -0.138
C 3.29 -2.67 -2.23 -0.071
C 3.43 -1.42 -3.09 -0.098
C 4.71 -1.05 -3.49 0.015
C 4.96 0.13 -4.18 -0.160
C 3.88 0.95 -4.46 0.029
C 2.58 0.64 -4.08 -0.098
C 1.50 1.69 -4.29 -0.076
C 1.75 2.87 -3.38 -0.134
C 2.57 3.91 -3.75 -0.024
C 2.95 4.92 -2.87 -0.195
C 2.49 4.82 -1.56 -0.019
C 1.67 3.79 -1.14 -0.131
C 1.34 3.61 0.33 -0.070
C 2.42 2.82 1.04 -0.087
C 3.69 3.37 1.11 0.014
C 4.78 2.68 1.62 -0.163
C 4.57 1.39 2.07 0.020
C 6.16 3.34 1.58 -0.548
C 6.13 4.68 2.33 -0.052
C 7.25 2.46 2.20 -0.068
C 6.53 3.58 0.11 -0.038
C 1.19 2.82 -2.06 -0.353
O 0.35 1.93 -1.73 -0.238
C 3.86 6.05 -3.35 -0.560
C 4.21 7.04 -2.23 -0.075
C 3.17 6.84 -4.47 -0.060
C 5.18 5.47 -3.89 -0.058
C 2.37 -0.58 -3.43 -0.188
O 1.08 -0.95 -3.07 -0.219
C 0.39 -1.65 -4.08 -0.060
C 6.40 0.48 -4.52 -0.549
C 7.21 0.61 -3.22 -0.037
C 6.52 1.81 -5.27 -0.065
C 7.01 -0.62 -5.40 -0.053
C 3.27 -1.88 0.16 -0.336
O 2.02 -1.62 0.07 -0.266
C 7.51 -2.87 0.60 -0.561
C 8.31 -1.58 0.82 -0.055
C 8.09 -3.59 -0.62 -0.076
C 7.69 -3.79 1.82 -0.059
H 0.85 0.98 3.58 0.107
H -0.69 0.88 2.69 0.064
H 0.38 -0.54 2.77 0.065
H 3.81 -0.84 3.34 0.121
H 2.28 -1.08 2.48 0.093
H 5.86 -1.59 2.34 0.105
H 5.81 -3.31 -1.57 0.095
H 3.74 -3.51 -2.77 0.121
H 2.23 -2.89 -2.07 0.108
H 5.53 -1.69 -3.20 0.102
H 4.04 1.91 -4.95 0.096
H 1.53 2.01 -5.33 0.119
H 0.52 1.27 -4.07 0.108
H 2.95 3.92 -4.77 0.103
H 2.79 5.56 -0.83 0.095
H 1.27 4.60 0.80 0.121
H 0.38 3.12 0.43 0.108
H 3.82 4.36 0.71 0.100
H 5.40 0.79 2.41 0.098
H 5.87 4.52 3.38 0.086
H 7.11 5.16 2.28 0.076
H 5.40 5.36 1.90 0.072
H 7.02 2.23 3.24 0.085
H 7.36 1.52 1.66 0.071
H 8.20 2.98 2.17 0.079
H 5.81 4.24 -0.38 0.067
H 7.52 4.04 0.03 0.081
H 6.53 2.64 -0.44 0.080
H 3.32 7.49 -1.81 0.081
H 4.76 6.54 -1.43 0.072
H 4.84 7.84 -2.63 0.076
H 2.25 7.28 -4.11 0.085
H 3.82 7.64 -4.85 0.072
H 2.92 6.19 -5.31 0.072
H 5.67 4.87 -3.12 0.078
H 5.00 4.83 -4.75 0.063
H 5.86 6.27 -4.19 0.075
H 0.92 -2.57 -4.35 0.096
H -0.60 -1.89 -3.68 0.078
H 0.28 -1.02 -4.98 0.095
H 6.79 1.39 -2.59 0.080
H 7.18 -0.32 -2.65 0.068
H 8.25 0.85 -3.44 0.082
H 6.14 2.64 -4.68 0.066
H 7.57 2.01 -5.50 0.081
H 5.97 1.79 -6.21 0.086
H 6.99 -1.58 -4.88 0.073
H 6.44 -0.73 -6.32 0.085
H 8.04 -0.38 -5.65 0.077
H 8.20 -0.92 -0.04 0.079
H 7.97 -1.05 1.70 0.065
H 9.37 -1.80 0.95 0.076
H 8.02 -2.97 -1.51 0.074
H 9.15 -3.81 -0.45 0.076
H 7.58 -4.53 -0.81 0.082
H 7.33 -3.30 2.73 0.072
H 7.12 -4.71 1.69 0.085
H 8.74 -4.04 1.96 0.073
Cl -1.19 -2.94 1.45 0.545
C -0.05 -3.78 0.40 -1.018
Cl 0.56 -5.25 1.17 0.482
H 0.79 -3.11 0.21 -0.012
H -0.59 -4.07 -0.49 0.025
C -1.69 4.07 2.86 -0.069
C -2.99 4.41 3.56 -0.476
C -3.18 3.65 4.86 -0.071
O -4.09 4.30 2.66 -0.341
P -4.86 2.96 2.12 -0.200
S -5.66 3.47 0.39 0.145
S -3.80 1.30 2.26 0.215
O -6.03 2.81 3.25 -0.360
C -7.06 3.79 3.31 -0.534
C -7.21 4.22 4.76 -0.056
C -8.34 3.18 2.76 -0.073
H -0.84 4.26 3.51 0.081
H -1.58 4.68 1.96 0.083
H -1.68 3.02 2.56 0.020
H -2.98 5.49 3.79 0.133
H -3.14 2.58 4.70 0.041
H -4.15 3.89 5.31 0.058
H -2.40 3.94 5.57 0.074
H -6.78 4.65 2.69 0.102
H -7.44 3.36 5.39 0.079
H -8.01 4.95 4.86 0.071
H -6.28 4.67 5.11 0.061
H -8.60 2.29 3.33 0.078
H -8.19 2.90 1.72 0.040
H -9.17 3.89 2.82 0.071
C -4.25 -1.45 -1.22 -0.013
C -2.88 -0.86 -1.43 -0.489
C -2.75 0.61 -1.31 -0.015
O -1.92 -1.58 -1.65 0.008
H -4.97 -0.71 -0.89 0.077
H -4.18 -2.25 -0.49 0.078
H -4.59 -1.89 -2.17 0.081
H -3.59 1.15 -1.74 0.090
H -1.80 0.96 -1.69 0.057
H -2.81 0.84 -0.23 0.036
```

## Properties
Charge: -2
LUMO level in eV: 3.60



Best to worst by energy: entry two, entry one.